{
  "formula": "C6H10",
  "method": "wB97M-V/def2-TZVPD",
  "elements": ["C", "C", "C", "C", "C", "C", "H", "H", "H", "H", "H", "H", "H", "H", "H", "H"],
  "coordinates": [[-1.01514, -1.28143, -1.21888], [-0.31867, -0.12723, -0.40936], [0.02079, 1.46201, -0.17635], [0.03585, 1.10065, 1.33736], [0.10349, -0.38503, 0.99283], [1.17096, -0.46042, -0.04483], [-0.44539, -2.22151, -1.05703], [-1.02604, -1.11176, -2.29609], [-2.05067, -1.55417, -0.94124], [1.00182, 1.93321, -0.46779], [-0.74421, 2.10517, -0.56188], [-0.90346, 1.41688, 1.79208], [0.87866, 1.45300, 1.94207], [-0.12054, -1.22871, 1.63061], [1.44956, -1.30985, -0.62714], [2.01316, 0.23529, 0.10491]],
  "lowdin_charge": [-0.0295, -0.2804, -0.1043, -0.1478, -0.2530, -0.1113, 0.0769, 0.0634, 0.0713, 0.1080, 0.0759, 0.1060, 0.1044, 0.1314, 0.0821, 0.1068],
  "e_homo_ev": -8.636,
  "e_above_lowest_kcal_mol": 70.1,
  "energy_ev": -6380.8212,
  "lumo_ev": 1.139,
  "gap_ev": 9.775,
  "smiles": "C[C@@]12CC[C@@H]1C2",
  "multiplicity": 1
}

{
  "formula": "C6H10",
  "method": "wB97M-V/def2-TZVPD",
  "elements": ["C", "C", "C", "C", "C", "C", "H", "H", "H", "H", "H", "H", "H", "H", "H", "H"],
  "coordinates": [[2.07298, -0.11712, 0.03752], [0.62467, -0.24677, 0.45312], [-0.92890, -1.34568, -0.85399], [-1.92792, -0.37221, -0.47774], [-1.64059, 0.73237, 0.22738], [-0.19032, 1.01095, 0.50800], [2.58227, 0.56206, 0.73991], [2.17264, 0.31585, -0.96127], [2.61492, -1.06852, 0.06337], [0.52596, -0.82752, 1.38065], [-0.70873, -1.34933, -1.92952], [0.01314, -1.39650, -0.17368], [-2.94600, -0.54194, -0.83854], [-2.39929, 1.45038, 0.52228], [0.20610, 1.74718, -0.20695], [-0.07093, 1.44680, 1.50946]],
  "lowdin_charge": [-0.0931, -0.2174, 0.0111, -0.2142, -0.1363, -0.2267, 0.0848, 0.0795, 0.0766, 0.1313, 0.0544, 0.0127, 0.1035, 0.0906, 0.1199, 0.1234],
  "e_homo_ev": [-7.268, -7.269],
  "e_above_lowest_kcal_mol": 93.6,
  "energy_ev": -6379.7988,
  "lumo_ev": [0.673, 0.673],
  "gap_ev": [7.940, 7.942],
  "multiplicity": 1
}